# 1
Here is one molecule with the formula C23H39NO2 from OMol25. Energies are from ωB97M-V/def2-TZVPD.

Its total charge is 0. The spin multiplicity is 1. The SMILES is CCCCCCCCCCCCCCCCNc1ccc(C(=O)O)cc1. The value obtained for the energy relative to the best compared isomer or geometry (same formula, charge and spin) is 0.204 eV. The calculation puts the HOMO-LUMO gap at 8.69 eV. The calculation puts the highest occupied orbital energy at -7.997 eV.

```
65
Properties=species:S:1:pos:R:3:forces:R:3
C 3.378 8.835 2.009 -0.21 0.11 -0.08
C 2.356 9.213 0.944 0.20 -0.07 -0.15
C 2.296 8.218 -0.215 -0.22 0.03 0.32
C 1.755 6.849 0.189 0.17 0.14 -0.45
C 1.601 5.920 -1.013 -0.11 -0.14 0.49
C 1.074 4.545 -0.608 0.12 0.14 -0.49
C 0.905 3.614 -1.806 -0.11 -0.13 0.50
C 0.384 2.241 -1.389 0.11 0.13 -0.50
C 0.203 1.302 -2.579 -0.09 -0.13 0.50
C -0.318 -0.066 -2.145 0.14 0.08 -0.47
C -0.499 -1.016 -3.327 -0.25 -0.08 0.29
C -1.129 -2.353 -2.931 0.36 0.09 -0.08
C -0.194 -3.242 -2.114 -0.49 -0.11 -0.05
C -0.893 -4.523 -1.664 0.36 -0.04 0.02
C 0.027 -5.501 -0.931 -0.13 0.17 0.16
C 0.656 -4.915 0.344 -0.01 -0.29 -0.29
N -0.304 -4.343 1.254 0.07 0.50 -0.09
C -1.190 -5.054 2.010 -0.17 -0.14 0.26
C -1.056 -6.427 2.256 0.21 0.10 -0.23
C -1.943 -7.084 3.077 -0.33 0.11 0.20
C -2.999 -6.399 3.680 0.29 0.02 -0.20
C -3.963 -7.065 4.557 -0.57 0.01 0.42
O -4.895 -6.525 5.107 0.11 0.00 -0.08
O -3.729 -8.386 4.719 0.25 -0.33 -0.10
C -3.140 -5.029 3.438 -0.02 -0.25 0.05
C -2.256 -4.372 2.620 0.00 0.00 -0.05
H 3.104 7.907 2.502 0.04 -0.11 0.09
H 3.440 9.614 2.766 0.07 0.01 0.11
H 4.363 8.712 1.564 0.14 -0.03 -0.01
H 2.612 10.198 0.544 -0.08 0.04 0.04
H 1.367 9.291 1.402 -0.06 0.08 -0.03
H 1.653 8.631 -0.997 0.04 -0.02 -0.09
H 3.296 8.100 -0.640 0.05 0.02 -0.09
H 0.783 6.975 0.674 -0.04 -0.02 0.10
H 2.429 6.384 0.911 -0.03 -0.05 0.11
H 0.915 6.371 -1.734 0.01 0.03 -0.09
H 2.568 5.805 -1.507 0.03 0.02 -0.09
H 1.765 4.091 0.107 -0.01 -0.03 0.09
H 0.111 4.663 -0.104 -0.03 -0.02 0.09
H 1.866 3.498 -2.312 0.03 0.02 -0.09
H 0.210 4.064 -2.518 0.01 0.03 -0.10
H 1.083 1.793 -0.678 -0.01 -0.03 0.09
H -0.574 2.361 -0.877 -0.03 -0.02 0.09
H 1.160 1.179 -3.092 0.03 0.02 -0.09
H -0.497 1.748 -3.289 0.00 0.02 -0.10
H -1.278 0.062 -1.637 -0.04 -0.03 0.09
H 0.383 -0.494 -1.426 -0.02 -0.02 0.11
H 0.468 -1.197 -3.800 0.05 0.02 -0.10
H -1.142 -0.532 -4.066 0.05 0.05 -0.07
H -1.421 -2.890 -3.837 -0.09 -0.06 0.02
H -2.039 -2.162 -2.357 -0.10 -0.02 -0.01
H 0.153 -2.687 -1.242 0.14 0.04 0.06
H 0.681 -3.497 -2.717 0.13 0.03 0.01
H -1.737 -4.269 -1.018 -0.08 -0.01 -0.03
H -1.301 -5.030 -2.541 -0.09 0.01 0.00
H 0.834 -5.816 -1.595 0.04 -0.10 -0.03
H -0.555 -6.385 -0.663 0.06 -0.09 -0.02
H 1.364 -4.128 0.079 0.01 -0.08 0.08
H 1.216 -5.698 0.863 0.08 0.11 -0.03
H -0.596 -3.403 1.033 0.03 -0.09 0.07
H -0.249 -6.982 1.803 0.08 -0.05 -0.06
H -1.829 -8.141 3.259 0.03 -0.07 0.00
H -4.402 -8.754 5.311 -0.01 0.30 -0.07
H -3.959 -4.505 3.905 -0.06 0.06 0.04
H -2.371 -3.312 2.438 -0.01 0.11 0.00
```
Forces are in eV/Å.


# 2
Here is C23H40AlF6N2O8S as an isolated structure from OMol25. Energies are from ωB97M-V/def2-TZVPD.

Its total charge is -1. The spin multiplicity is 1. The calculation puts the HOMO-LUMO gap at 8.44 eV. The calculation puts the highest occupied orbital energy at -6.401 eV.

```
81
Properties=species:S:1:pos:R:3:forces:R:3
C -3.748 -1.668 3.895 0.96 0.25 0.49
C -3.242 -1.567 2.336 -0.56 -0.27 -0.51
C -3.276 -3.039 1.581 0.61 0.93 -0.79
C -1.906 -3.925 1.809 -0.46 -1.06 0.19
C -1.511 -4.180 3.380 0.20 0.25 0.01
C -0.461 -3.024 3.953 -0.14 -0.14 0.31
C 1.096 -3.566 4.060 -0.65 0.98 0.50
C 2.105 -2.528 3.289 1.14 -0.82 -0.47
C 2.089 -2.670 1.638 -0.50 0.32 0.65
C 2.231 -4.212 1.099 0.16 -0.35 0.00
C 2.199 -4.377 -0.537 0.32 0.54 -0.45
C 2.361 -2.963 -1.366 -0.52 -0.54 -0.87
C 0.898 -2.219 -1.674 1.09 -0.91 -0.98
C 1.155 -1.255 -2.983 -0.12 -0.59 -0.43
Al 0.661 0.718 -2.712 4.26 -0.89 2.13
S -1.275 1.115 -3.862 -0.36 3.90 -5.71
O -1.745 2.590 -3.852 0.57 -4.16 0.86
O -1.053 0.693 -5.351 -0.82 0.15 4.78
C -2.606 0.014 -3.056 -2.49 -2.80 0.07
F -2.001 -1.033 -2.154 -1.87 3.39 -2.80
F -3.397 -0.697 -4.123 2.40 2.07 3.48
C -3.707 0.876 -2.181 -2.42 0.25 1.70
F -4.563 1.757 -3.057 3.32 -3.00 3.33
F -4.664 -0.094 -1.542 3.05 3.21 -2.02
F -3.089 1.627 -1.050 -2.23 -2.47 -4.29
O 0.756 1.482 -0.978 0.25 1.97 -2.65
C 1.104 2.919 -1.236 -1.08 -3.80 1.28
O -0.234 3.513 -1.371 2.23 1.77 -0.18
C -0.191 4.977 -1.504 1.45 0.78 -0.34
C -1.031 5.809 -0.370 -0.81 0.58 -1.28
C -2.264 4.990 0.332 -0.53 1.03 0.46
O -0.093 6.429 0.619 -0.54 0.77 -2.31
C 2.133 2.884 -2.511 2.45 0.12 -2.56
N 1.979 3.866 -3.650 -0.44 -0.16 -0.12
C 3.586 3.264 -1.779 2.51 -6.03 1.61
O 4.321 2.217 -1.377 -3.97 7.45 -2.26
N 3.963 4.717 -1.580 -0.12 -0.64 3.20
C 4.436 4.987 -0.167 -1.11 -3.33 5.90
O 4.160 4.250 0.912 2.21 5.41 -7.79
F 5.254 6.229 0.068 -2.54 -3.54 -1.43
O 2.266 1.592 -3.262 -2.67 1.77 3.11
H -2.810 -1.423 4.583 -2.07 -0.64 -1.28
H -4.556 -0.855 4.149 1.46 -1.75 -0.57
H -4.127 -2.762 4.185 0.69 2.55 -0.74
H -3.963 -0.840 1.742 1.48 -1.53 1.22
H -2.159 -1.109 2.247 -2.24 -0.94 0.27
H -3.348 -2.824 0.412 0.12 -0.52 2.46
H -4.265 -3.605 1.882 2.12 0.93 -0.43
H -2.117 -4.991 1.330 0.47 2.18 0.86
H -0.959 -3.489 1.255 -2.06 -0.62 1.02
H -0.968 -5.218 3.483 -1.04 1.96 -0.25
H -2.492 -4.250 4.039 2.07 0.25 -1.37
H -0.449 -2.059 3.280 -0.24 -1.99 1.20
H -0.819 -2.686 5.023 0.73 -0.64 -2.10
H 1.134 -4.668 3.668 0.24 2.22 0.63
H 1.368 -3.571 5.208 -0.37 -0.12 -2.30
H 3.219 -2.801 3.615 -2.31 0.68 -0.54
H 1.918 -1.382 3.560 0.23 -2.63 -0.41
H 2.972 -1.976 1.249 -1.96 -1.62 0.67
H 1.074 -2.203 1.282 1.97 -0.90 0.44
H 3.255 -4.624 1.493 -1.85 0.73 -0.66
H 1.393 -4.943 1.521 1.71 1.81 -0.66
H 3.093 -5.072 -0.900 -1.97 1.28 0.94
H 1.174 -4.867 -0.892 2.22 0.99 0.80
H 3.147 -2.220 -0.913 -1.60 -1.46 -0.74
H 2.781 -3.266 -2.441 -0.93 0.69 2.27
H 0.180 -3.103 -2.020 1.27 1.96 1.08
H 0.476 -1.638 -0.747 0.80 -1.25 -1.79
H 2.311 -1.302 -3.269 -2.49 0.28 0.61
H 0.570 -1.662 -3.925 1.15 0.55 1.85
H 1.705 3.182 -0.263 -1.35 0.38 -1.80
H -0.455 5.315 -2.618 0.21 -0.92 2.48
H 0.953 5.288 -1.365 -2.43 -0.35 -0.22
H -1.526 6.736 -0.936 1.02 -2.04 1.01
H -3.262 5.624 0.165 2.20 -1.32 0.34
H -2.091 4.996 1.503 -0.25 -0.36 -2.50
H -2.482 3.931 -0.114 0.89 2.03 0.97
H 0.280 7.227 0.101 -0.81 -1.98 1.42
H 2.818 3.758 -4.296 -1.35 -0.13 1.35
H 1.181 3.482 -4.234 1.12 0.73 0.98
H 3.151 5.368 -1.729 0.95 -0.91 -0.32
```
Forces are in eV/Å.


Number 1: maximum force 0.7 eV/A, LUMO 0.69 eV, calculated total energy -30070.66979 eV. Number 2: maximum force 9.7 eV/A, LUMO 2.04 eV, calculated total energy -77586.99609 eV.